Computed, not measured: a molecular structure, CH33CuO16, with ωB97M-V with the def2-TZVPD basis set.

## Properties
* net charge: 0
* highest occupied orbital energy: -6.6 eV
* Kohn-Sham gap: 6.69 eV
* electronic energy: -78971.97460 eV

Last column: Mulliken charge in e.
Atoms and positions in Å:
Cu: 0.145 1.997 2.050  -0.47
C: 0.103 0.110 0.127  4.54
O: 0.399 1.474 0.342  -0.78
H: 0.979 -0.507 0.068  -0.49
H: -0.407 -0.058 -0.791  -2.09
H: -0.532 -0.217 0.975  -0.41
O: 1.101 1.864 -2.319  -0.82
H: 0.409 1.541 -2.915  0.48
H: 0.731 1.529 -1.476  0.04
O: -2.469 -1.027 -1.256  -0.85
H: -2.691 -0.867 -0.348  0.45
H: -1.699 -0.440 -1.471  0.07
O: -0.753 -2.831 -0.169  -0.80
H: -1.247 -2.155 -0.595  0.40
H: 0.110 -2.843 -0.545  0.38
O: -1.948 2.377 -0.813  -0.70
H: -1.859 2.147 -1.702  0.31
H: -1.148 2.095 -0.384  0.38
O: 1.038 1.025 3.471  -0.55
H: 0.941 0.108 3.304  0.36
H: 1.941 1.249 3.376  0.32
O: -1.090 -2.523 2.517  -0.82
H: -0.572 -3.270 2.845  0.38
H: -0.952 -2.569 1.617  0.42
O: 1.390 -1.630 2.686  -0.85
H: 1.620 -1.588 1.769  0.34
H: 0.487 -1.991 2.714  0.48
O: 2.490 -0.617 -2.386  -0.69
H: 3.460 -0.573 -2.539  0.31
H: 2.286 0.299 -2.249  0.35
O: -1.260 0.808 -3.199  -0.66
H: -1.198 -0.083 -3.591  0.25
H: -1.706 1.415 -3.842  0.29
O: -1.753 2.046 2.169  -0.33
H: -2.160 2.893 2.037  0.26
H: -2.409 1.382 2.029  0.28
O: -3.077 -0.471 1.738  -0.65
H: -2.301 -1.059 1.840  0.43
H: -3.779 -0.778 2.277  0.23
O: 1.917 -2.844 -0.747  -0.62
H: 2.346 -1.967 -0.704  0.29
H: 2.147 -3.321 -1.540  0.28
O: 3.123 1.158 0.437  -0.70
H: 3.332 0.263 0.317  0.29
H: 2.141 1.162 0.345  0.45
O: 0.685 3.809 1.973  -0.52
H: 0.010 4.460 2.124  0.31
H: 0.879 4.013 1.083  0.32
O: -0.091 -1.665 -3.376  -0.61
H: 0.121 -2.032 -4.230  0.29
H: 0.755 -1.294 -3.033  0.43

Forces on atoms 1 to 3 (eV/Å):
Cu 0.375 -0.648 2.055
C -0.348 1.445 1.748
O 0.687 -2.047 -3.886

Computed, not measured: a single C2H9N7 molecule, with ωB97M-V with the def2-TZVPD basis set.

## Properties
* SMILES: [H]/N=C\N(N)/C(=N/N)NN
* relative energy (zero: lowest compared OMol25 entry of this formula, charge and spin): 0.0 kcal/mol
* net charge: 0
* highest occupied orbital energy: -8.5 eV
* Kohn-Sham gap: 9.19 eV
* electronic energy: -12647.55280 eV

Last column: Mulliken charge in e.
Atoms and positions in Å:
H: -1.770 -1.511 0.596  0.40
N: -1.586 -1.642 1.611  -0.73
C: -0.520 -1.006 1.876  0.02
N: 0.336 -0.242 1.124  0.28
N: 1.526 0.280 1.705  -0.84
C: 0.034 0.207 -0.209  0.24
N: -0.912 -0.358 -0.897  -0.33
N: -1.298 0.265 -2.115  -0.64
N: 0.755 1.255 -0.753  -0.15
N: 1.376 0.964 -1.988  -0.71
H: -0.163 -1.055 2.912  0.34
H: 2.154 -0.504 1.900  0.26
H: 1.230 0.664 2.628  0.27
H: -2.198 -0.195 -2.295  0.30
H: -1.520 1.253 -1.866  0.23
H: 1.408 1.691 -0.169  0.37
H: 1.842 0.049 -1.906  0.25
H: 0.558 0.739 -2.604  0.45

Forces on atoms 1 to 3 (eV/Å):
H -0.102 -0.251 0.630
N 0.401 0.661 -1.223
C -0.549 -0.935 1.569

Computed, not measured: 2 unconnected molecules or ions with the total composition C4H5ClFNO, with ωB97M-V with the def2-TZVPD basis set.

## Properties
* SMILES: O/N=C/Cl.FC1C=C1
* relative energy (zero: lowest compared OMol25 entry of this formula, charge and spin): 125.2 kcal/mol
* net charge: 0
* highest occupied orbital energy: -10.1 eV
* Kohn-Sham gap: 10.68 eV
* electronic energy: -23000.89272 eV

Last column: Mulliken charge in e.
Atoms and positions in Å:
O: -2.485 2.006 -0.053  -0.34
N: -1.960 1.366 -1.239  -0.19
C: -0.709 1.278 -1.375  -0.04
Cl: -0.149 0.370 -2.683  -0.11
H: -1.899 2.481 0.479  0.30
H: 0.006 1.857 -0.787  0.37
F: 1.288 -2.909 1.391  -0.31
C: 1.614 -1.663 0.756  -0.12
C: 0.778 -0.456 1.179  -0.30
C: 0.426 -1.127 0.129  -0.40
H: 2.673 -1.719 0.589  0.32
H: 0.776 0.113 2.106  0.39
H: -0.359 -1.596 -0.493  0.43

Forces on atoms 1 to 3 (eV/Å):
O -1.731 -1.916 -2.943
N -0.654 0.177 1.741
C -0.671 1.436 0.728

Computed, not measured: a molecular structure, C19H27IN7PdSbSe2, with ωB97M-V with the def2-TZVPD basis set.

## Properties
* relative energy (zero: lowest compared OMol25 entry of this formula, charge and spin): 0.0 kcal/mol
* net charge: -2
* highest occupied orbital energy: 0.5 eV
* Kohn-Sham gap: 3.15 eV
* electronic energy: -179382.15285 eV

Last column: Mulliken charge in e.
Atoms and positions in Å:
Pd: -1.126 -0.281 0.476  0.48
Se: -0.914 3.087 1.515  -0.10
N: -1.589 2.719 3.210  -1.05
C: -1.282 1.459 3.475  0.06
C: -1.618 0.707 4.612  -0.73
C: -1.317 -0.670 4.635  -0.46
C: -0.689 -1.303 3.601  -0.93
N: -0.256 -0.603 2.493  -0.18
C: -0.522 0.712 2.460  1.42
N: -0.178 1.374 1.317  -0.33
H: -2.172 1.170 5.419  0.38
H: -1.603 -1.258 5.502  0.32
H: -0.482 -2.365 3.600  0.32
I: 1.831 -6.651 -0.312  0.01
C: 1.860 -4.599 -0.165  -0.85
C: 1.020 -3.799 0.581  0.10
N: 1.415 -2.544 0.359  0.44
N: 2.438 -2.460 -0.495  -0.62
C: 2.725 -3.712 -0.822  -0.39
H: 0.153 -4.012 1.182  0.43
H: 0.951 -1.716 0.740  0.28
H: 3.527 -3.932 -1.509  0.42
C: 0.080 2.398 -2.193  -0.35
C: -1.248 1.879 -2.747  -1.26
Sb: -1.794 -0.062 -1.884  0.78
C: -3.871 0.074 -2.388  -0.82
C: -4.697 0.554 -1.201  -1.04
C: -0.961 -1.236 -3.464  -0.82
C: 0.542 -1.035 -3.632  -0.79
H: 0.280 3.436 -2.479  0.43
H: 0.921 1.794 -2.549  0.00
H: 0.092 2.338 -1.101  -0.15
H: -1.239 1.808 -3.840  0.43
H: -2.057 2.560 -2.465  0.48
H: -4.165 -0.934 -2.680  0.34
H: -3.962 0.749 -3.245  0.44
H: -4.566 -0.131 -0.361  0.20
H: -5.762 0.597 -1.451  0.34
H: -4.390 1.550 -0.869  0.29
H: -1.499 -0.985 -4.384  0.38
H: -1.193 -2.263 -3.186  0.37
H: 0.780 -0.007 -3.916  0.21
H: 0.949 -1.689 -4.410  0.40
H: 1.072 -1.263 -2.704  0.09
Se: -2.263 -2.351 -0.211  -1.03
N: 3.223 0.548 -0.845  -0.72
C: 3.049 1.115 0.409  0.39
C: 2.845 2.498 0.538  -0.32
C: 2.652 3.021 1.794  -0.39
C: 2.666 2.170 2.896  -0.37
C: 2.902 0.830 2.667  -0.33
N: 3.117 0.299 1.462  -0.47
H: 2.684 1.012 -1.564  0.23
H: 3.051 -0.456 -0.831  0.63
H: 2.792 3.122 -0.346  0.34
H: 2.440 4.075 1.918  0.34
H: 2.456 2.532 3.893  0.38
H: 2.904 0.126 3.494  0.34

Forces on atoms 1 to 3 (eV/Å):
Pd -0.219 -0.529 -0.529
Se -0.013 -0.172 0.159
N 0.050 0.108 -0.163

Computed, not measured: a molecular structure, C18H36CsFNO3P, with ωB97M-V with the def2-TZVPD basis set.

## Properties
* relative energy (zero: lowest compared OMol25 entry of this formula, charge and spin): 0.0 kcal/mol
* net charge: 0
* highest occupied orbital energy: -6.6 eV
* Kohn-Sham gap: 4.64 eV
* electronic energy: -39433.37624 eV

Last column: Mulliken charge in e.
Atoms and positions in Å:
C: 3.326 1.987 2.800  -1.25
C: 2.718 1.611 1.444  -0.07
P: 4.159 1.295 0.297  -0.34
C: 4.870 -0.317 0.865  -0.84
C: 3.999 -1.344 1.591  -0.44
N: 3.636 0.994 -1.293  0.26
C: 2.971 -0.281 -1.629  -1.93
C: 1.522 -0.448 -1.163  0.09
C: 1.106 -1.909 -0.924  -0.88
C: 0.271 -2.095 0.354  -0.14
C: -0.712 -3.282 0.316  -1.28
C: -2.172 -2.834 0.319  -0.83
C: -2.562 -2.039 -0.947  -0.79
C: -3.026 -0.611 -0.653  -0.56
C: -4.455 -0.553 -0.072  -0.61
C: -5.360 0.512 -0.718  -0.56
C: -6.126 1.334 0.305  -0.81
O: -5.284 2.172 1.073  -0.38
C: -4.816 3.318 0.391  -0.76
C: 3.093 2.179 -1.912  0.29
F: 1.870 2.535 -1.272  -0.33
C: 2.873 2.023 -3.456  0.09
O: 1.918 1.296 -3.785  -0.64
O: 3.707 2.643 -4.130  -0.74
H: 3.689 1.116 3.324  -0.25
H: 4.209 2.606 2.589  0.59
H: 2.664 2.601 3.420  0.60
H: 2.072 0.742 1.586  0.03
H: 2.141 2.436 1.041  0.48
H: 5.258 -0.782 -0.042  0.60
H: 5.731 -0.059 1.487  0.46
H: 3.370 -0.899 2.364  -0.05
H: 4.639 -2.086 2.078  0.45
H: 3.361 -1.895 0.905  -0.16
H: 3.007 -0.407 -2.707  0.37
H: 3.579 -1.085 -1.208  0.64
H: 1.302 0.167 -0.295  0.13
H: 0.905 -0.047 -1.967  0.39
H: 1.986 -2.561 -0.887  0.59
H: 0.506 -2.257 -1.766  0.51
H: -0.288 -1.174 0.532  0.20
H: 0.956 -2.236 1.196  0.20
H: -0.547 -3.921 1.187  0.39
H: -0.529 -3.905 -0.563  0.43
H: -2.813 -3.714 0.408  0.43
H: -2.367 -2.216 1.200  0.36
H: -3.360 -2.561 -1.480  0.59
H: -1.709 -1.999 -1.626  0.35
H: -2.346 -0.194 0.094  0.05
H: -2.980 -0.020 -1.567  0.49
H: -4.920 -1.531 -0.223  0.36
H: -4.424 -0.381 1.004  0.35
H: -6.097 0.028 -1.364  0.37
H: -4.779 1.170 -1.366  0.37
H: -6.616 0.669 1.019  0.37
H: -6.904 1.931 -0.186  0.45
H: -5.169 4.215 0.904  0.26
H: -5.178 3.357 -0.639  0.36
H: -3.726 3.322 0.375  0.25
H: 3.779 3.006 -1.737  0.43
Cs: 4.069 0.379 5.108  0.99

Forces on atoms 1 to 3 (eV/Å):
C 0.214 0.827 -1.212
C 0.140 -0.847 0.595
P 0.534 1.083 -0.456

Computed, not measured: a single CH2NO2P molecule, with ωB97M-V with the def2-TZVPD basis set.

## Properties
* SMILES: O=CNP=O
* relative energy (zero: lowest compared OMol25 entry of this formula, charge and spin): 4.8 kcal/mol
* net charge: 0
* highest occupied orbital energy: -10.1 eV
* Kohn-Sham gap: 9.60 eV
* electronic energy: -15943.33348 eV

Last column: Mulliken charge in e.
Atoms and positions in Å:
O: -0.373 2.189 0.083  -0.47
C: -0.011 1.069 0.004  0.19
N: -0.934 0.079 -0.086  -0.20
P: -2.586 0.468 -0.060  0.35
O: -3.237 -0.818 0.106  -0.47
H: 0.910 0.586 -0.302  0.31
H: -0.818 -0.963 0.192  0.30

Forces on atoms 1 to 3 (eV/Å):
O 0.580 2.468 0.535
C 0.126 -2.199 -1.582
N -2.078 -3.450 1.501